101
Properties=species:S:1:pos:R:3:forces:R:3:mulliken_charge:R:1 method="wB97M-V/def2-TZVPD" lumo_energy_ev="-5.9 / -5.9" multiplicity=1 total_charge=+1 max_force_ev_per_a=2.6 e_homo_ev="-10.485 / -10.479" orbital_gap_ha="0.1699 / 0.1695"
Pt 0.054 0.410 0.299 2.434 0.261 -0.869 2.62
C -3.311 1.732 -0.675 0.050 0.005 0.001 -1.47
C -3.411 0.216 -0.577 -0.049 0.073 0.147 -1.41
P -2.066 -0.643 0.332 -0.239 -0.313 0.207 0.26
C -2.134 -2.314 -0.391 0.052 0.030 -0.066 1.07
C -3.384 -2.876 -0.660 0.031 0.013 -0.020 -0.82
C -3.474 -4.160 -1.170 -0.023 0.023 -0.018 -0.91
C -2.320 -4.890 -1.420 0.019 -0.022 -0.014 -0.90
C -1.079 -4.337 -1.147 0.019 0.024 0.005 -0.63
C -0.983 -3.054 -0.626 -0.071 -0.087 -0.035 1.53
C -2.668 -0.984 2.009 0.018 0.088 0.017 1.63
C -4.021 -1.008 2.341 0.029 0.071 0.045 -1.05
C -4.414 -1.365 3.622 -0.026 -0.005 -0.064 -0.86
C -3.464 -1.686 4.579 0.030 -0.009 0.021 -0.90
C -2.119 -1.687 4.242 -0.030 -0.049 0.003 -0.57
C -1.722 -1.353 2.958 -0.047 -0.140 -0.033 0.57
C -2.218 2.195 -1.648 -0.159 0.071 -0.033 -1.58
P -0.646 2.451 -0.776 -0.125 -0.016 -0.126 1.93
C 0.645 2.623 -2.044 0.109 -0.136 0.055 0.23
C 0.493 2.135 -3.337 -0.046 0.116 -0.018 -1.08
C 1.563 2.145 -4.222 0.007 0.020 -0.020 -0.81
C 2.788 2.664 -3.830 0.007 -0.044 -0.015 -0.74
C 2.945 3.177 -2.549 -0.036 -0.012 0.036 -1.09
C 1.883 3.149 -1.658 -0.002 -0.007 -0.091 -0.59
C -0.917 4.181 -0.212 0.251 -0.026 0.221 1.18
C -0.354 5.208 -0.973 -0.057 -0.004 -0.007 -0.81
C -0.652 6.535 -0.696 0.021 -0.025 -0.062 -0.79
C -1.509 6.856 0.341 -0.038 0.007 0.038 -0.69
C -2.076 5.841 1.097 -0.043 0.029 -0.052 -1.16
C -1.789 4.515 0.825 -0.020 -0.024 -0.092 -0.04
H -3.146 2.141 0.323 -0.057 0.076 -0.023 0.06
H -4.270 2.121 -1.016 -0.009 -0.035 -0.011 0.60
H -3.470 -0.232 -1.569 -0.072 -0.017 0.006 0.48
H -4.338 -0.036 -0.065 -0.020 -0.060 -0.060 1.06
H -4.293 -2.320 -0.471 -0.008 -0.027 0.033 0.37
H -4.445 -4.593 -1.369 -0.001 0.008 -0.005 0.47
H -2.392 -5.893 -1.820 0.004 0.003 -0.002 0.43
H -0.177 -4.905 -1.337 0.006 -0.006 0.031 0.47
H -0.018 -2.636 -0.390 0.050 0.014 0.013 -1.26
H -4.787 -0.748 1.624 -0.019 -0.002 0.015 0.27
H -5.467 -1.397 3.868 0.003 0.061 0.014 0.45
H -3.773 -1.937 5.585 0.000 -0.024 -0.008 0.42
H -1.374 -1.948 4.982 -0.004 0.005 -0.013 0.39
H -0.675 -1.366 2.698 -0.015 -0.047 -0.020 -0.62
H -2.493 3.157 -2.084 0.100 0.012 -0.018 0.86
H -2.088 1.493 -2.469 -0.107 -0.023 0.013 0.59
H -0.456 1.741 -3.672 0.014 -0.013 -0.016 0.70
H 1.432 1.753 -5.223 -0.009 0.024 -0.006 0.47
H 3.618 2.682 -4.525 -0.004 -0.006 -0.002 0.43
H 3.892 3.602 -2.243 -0.008 0.008 0.003 0.51
H 2.008 3.558 -0.665 0.018 0.070 -0.019 0.92
H 0.308 4.993 -1.797 -0.014 0.043 -0.014 0.37
H -0.214 7.315 -1.305 0.023 -0.008 0.010 0.46
H -1.741 7.891 0.555 0.012 -0.002 0.012 0.41
H -2.749 6.080 1.910 0.004 -0.014 0.007 0.48
H -2.240 3.751 1.432 0.016 -0.012 0.039 0.36
S 2.110 1.376 0.919 -0.598 0.455 -0.282 -0.03
C 2.348 -0.695 -1.725 0.132 0.204 0.149 0.38
N 1.085 -0.421 -1.635 -0.957 -0.036 0.006 1.57
C 0.374 -0.910 -2.745 0.037 0.060 0.108 -1.31
C -0.997 -0.855 -2.958 0.041 0.023 0.054 0.37
C -1.527 -1.372 -4.117 0.026 -0.026 -0.059 -0.54
C -0.698 -1.945 -5.091 -0.070 -0.004 0.043 -0.98
C 0.662 -2.024 -4.892 0.051 0.006 0.031 -0.76
C 1.182 -1.510 -3.704 -0.015 0.007 -0.123 0.91
S 2.820 -1.489 -3.177 0.021 -0.032 0.030 -0.52
H -1.623 -0.426 -2.201 -0.059 0.031 -0.025 -0.64
H -2.597 -1.343 -4.277 0.001 0.012 0.004 0.53
H -1.133 -2.338 -6.000 0.008 0.000 -0.003 0.47
H 1.311 -2.468 -5.635 -0.005 -0.024 0.011 0.54
O 1.055 -1.290 0.830 -0.494 -0.515 0.625 0.39
C 2.322 -1.210 1.431 0.478 0.236 0.043 2.64
C 2.230 -0.843 2.909 -0.054 0.105 -0.122 -0.84
C 1.549 -1.550 3.847 0.028 0.009 0.251 -0.52
C 1.417 -0.855 5.081 -0.065 -0.086 -0.092 -0.69
C 2.002 0.380 5.066 0.065 -0.089 -0.079 -0.61
S 2.766 0.672 3.586 0.169 -0.077 0.063 0.04
C 3.121 -0.091 0.699 0.282 -0.395 0.140 0.03
C 3.439 -0.232 -0.817 0.132 -0.079 0.179 -0.16
C 4.752 -0.974 -0.942 -0.157 -0.079 -0.193 -1.23
C 5.526 -0.847 0.117 0.057 0.112 0.121 -0.39
S 4.822 0.049 1.442 -0.114 0.223 -0.030 -0.17
C 2.969 -2.571 1.305 -0.453 -0.202 0.022 -1.24
C 3.827 -3.201 2.153 0.131 -0.016 0.006 -0.63
C 4.158 -4.519 1.731 0.017 0.080 -0.022 -1.01
C 3.530 -4.865 0.575 0.043 0.020 -0.044 -0.65
S 2.524 -3.608 0.006 0.006 0.011 -0.068 0.21
H 1.144 -2.535 3.660 -0.032 0.013 -0.024 0.68
H 0.915 -1.262 5.947 0.025 0.028 0.023 0.51
H 2.051 1.114 5.853 -0.005 -0.021 0.024 0.54
H 3.635 0.793 -1.176 -0.040 0.048 0.067 0.02
H 5.053 -1.479 -1.849 0.022 -0.027 0.028 0.43
H 6.530 -1.227 0.236 -0.006 -0.011 -0.028 0.54
H 4.213 -2.741 3.052 -0.036 0.004 0.008 0.58
H 4.816 -5.181 2.276 0.024 0.012 -0.013 0.47
H 3.593 -5.796 0.035 -0.007 -0.012 0.021 0.51
O -0.985 2.453 4.406 0.069 -0.223 -0.243 -0.77
Cl -0.717 2.089 3.053 -0.244 0.447 0.359 1.77
O -1.958 1.922 2.310 0.135 0.157 0.131 -0.62
O 0.121 3.079 2.417 -0.186 -0.218 0.066 -0.63
O -0.027 0.803 3.011 -0.365 -0.077 -0.306 -0.53

---

105
Properties=species:S:1:pos:R:3:forces:R:3:mulliken_charge:R:1 method="wB97M-V/def2-TZVPD" lumo_energy_ev=0.1 multiplicity=1 total_charge=0 max_force_ev_per_a=1.8 e_homo_ev=-8.169 orbital_gap_ha=0.3055
Ba 0.914 -1.633 -0.197 -1.175 0.612 1.223 1.01
O -1.661 1.767 -1.995 0.126 0.036 -0.032 -0.80
S -0.279 1.603 -1.470 -0.075 -0.548 0.153 1.64
C 0.875 1.483 -2.853 0.047 0.275 0.003 0.26
C 1.708 2.542 -3.173 0.153 0.058 -0.072 -0.24
C 2.706 2.388 -4.128 -0.097 0.066 0.111 -0.88
C 2.874 1.163 -4.743 0.007 0.022 0.006 -1.07
C 2.001 0.120 -4.465 0.152 -0.040 -0.154 0.17
C 0.969 0.265 -3.552 -0.127 -0.080 -0.011 0.17
P -0.313 -1.016 -3.252 -0.016 -0.078 0.504 -0.03
C 0.326 -2.584 -3.953 0.075 -0.011 -0.052 0.79
C 0.559 -3.661 -3.086 -0.055 0.208 -0.199 0.27
C 1.086 -4.850 -3.565 -0.004 -0.060 0.106 -1.26
C 1.363 -4.997 -4.911 0.037 -0.059 -0.061 -0.73
C 1.101 -3.957 -5.791 0.005 -0.008 0.020 -0.74
C 0.589 -2.764 -5.312 -0.070 0.077 -0.011 -0.12
C -1.641 -0.471 -4.367 0.084 0.069 -0.262 0.67
C -2.955 -0.554 -3.922 0.022 -0.021 0.083 0.03
C -3.998 -0.156 -4.742 -0.103 0.017 0.000 -0.82
C -3.738 0.346 -6.007 -0.026 0.013 -0.054 -0.53
C -2.428 0.461 -6.451 -0.011 0.007 0.005 -0.84
C -1.387 0.058 -5.632 0.064 -0.011 0.055 -0.63
C 0.171 3.181 -0.713 -0.166 0.129 -0.222 -0.94
C -0.756 4.194 -0.927 0.125 -0.013 0.039 -0.36
C -0.572 5.429 -0.326 -0.130 -0.011 -0.103 -0.82
C 0.525 5.643 0.489 0.090 -0.032 0.048 -0.83
C 1.436 4.620 0.704 0.022 0.040 0.088 -0.33
C 1.283 3.366 0.114 0.055 0.065 -0.144 0.03
P 2.504 2.020 0.381 -0.333 -0.417 0.030 1.20
C 3.196 2.487 2.003 0.110 -0.045 -0.019 0.06
C 4.549 2.754 2.182 0.037 0.052 0.012 -0.44
C 5.049 3.040 3.446 0.027 0.005 0.001 -0.68
C 4.203 3.063 4.542 -0.018 -0.015 0.046 -0.57
C 2.854 2.781 4.374 0.013 0.036 0.047 -0.66
C 2.358 2.486 3.117 -0.123 -0.001 0.023 -0.16
C 3.855 2.445 -0.760 0.091 0.058 -0.091 0.50
C 4.153 3.747 -1.162 -0.061 -0.012 0.061 -0.22
C 5.214 3.993 -2.016 0.019 0.004 -0.025 -0.71
C 5.994 2.937 -2.474 0.046 0.039 -0.040 -0.66
C 5.712 1.643 -2.073 -0.004 -0.090 0.009 -0.49
C 4.644 1.394 -1.221 -0.029 -0.020 0.006 -0.60
H 1.608 3.487 -2.657 0.002 -0.005 -0.007 0.45
H 3.366 3.216 -4.347 0.013 0.001 -0.012 0.44
H 3.679 1.016 -5.451 0.007 -0.019 -0.014 0.42
H 2.145 -0.826 -4.968 -0.031 -0.042 0.015 0.46
H 0.304 -3.627 -2.030 -0.031 0.136 -0.137 0.38
H 1.283 -5.660 -2.875 0.000 -0.003 0.008 0.51
H 1.779 -5.926 -5.279 0.006 -0.020 -0.005 0.41
H 1.300 -4.076 -6.847 0.000 0.009 -0.024 0.45
H 0.376 -1.961 -6.006 0.006 -0.021 -0.018 0.37
H -3.161 -0.890 -2.914 0.022 -0.037 0.028 0.40
H -5.016 -0.218 -4.382 -0.013 -0.002 -0.001 0.42
H -4.556 0.665 -6.640 -0.003 0.002 -0.013 0.38
H -2.213 0.874 -7.427 -0.029 0.006 -0.016 0.42
H -0.366 0.184 -5.971 0.006 -0.001 -0.001 0.31
H -1.613 3.985 -1.553 -0.017 -0.001 -0.011 0.62
H -1.291 6.221 -0.494 -0.013 0.000 0.000 0.41
H 0.675 6.604 0.963 0.005 0.009 0.011 0.43
H 2.284 4.792 1.353 0.012 0.002 0.037 0.52
H 5.227 2.744 1.339 -0.013 -0.006 -0.033 0.44
H 6.105 3.245 3.567 0.002 0.002 0.014 0.39
H 4.593 3.287 5.526 -0.001 -0.003 0.004 0.37
H 2.187 2.778 5.226 0.004 -0.006 0.013 0.43
H 1.305 2.249 3.012 0.017 -0.005 -0.066 0.39
H 3.548 4.574 -0.811 0.009 0.012 -0.007 0.34
H 5.433 5.008 -2.322 0.016 -0.001 -0.011 0.39
H 6.824 3.127 -3.144 0.005 0.015 0.002 0.35
H 6.312 0.813 -2.422 0.021 0.012 -0.015 0.46
H 4.420 0.375 -0.928 0.009 0.043 0.004 0.32
Cl 2.664 -0.879 3.182 -0.462 -0.488 0.156 -0.18
C 1.618 -2.319 3.466 0.385 0.619 -0.042 1.05
C 0.995 -2.857 2.372 0.115 0.246 -0.508 -1.31
C 0.255 -3.970 2.609 -0.438 -0.697 -0.671 0.57
Cl -0.463 -4.826 1.144 0.305 0.434 0.723 -0.21
C 0.036 -4.539 3.854 0.100 0.117 0.144 -0.61
Cl -0.980 -5.913 4.083 -0.001 -0.017 -0.013 -0.19
C 0.671 -3.935 4.943 -0.004 0.002 0.060 0.83
Cl 0.449 -4.579 6.527 -0.001 -0.003 0.015 -0.21
C 1.493 -2.815 4.755 -0.145 -0.202 0.014 -0.62
Cl 2.297 -2.097 6.096 0.034 0.038 0.032 -0.20
C -4.538 -2.643 1.794 -0.067 0.042 -0.066 -1.21
N -3.203 -2.281 1.357 -0.017 -0.224 -0.076 0.34
C -2.444 -1.418 2.245 0.050 0.056 0.087 -0.77
C -2.651 -2.659 0.173 0.055 0.111 0.212 -0.27
O -1.658 -2.053 -0.270 -0.171 -0.109 -0.091 0.68
N -3.239 -3.678 -0.529 -0.003 0.115 0.020 0.31
C -3.701 -4.901 0.112 -0.016 -0.029 0.054 -1.22
C -2.829 -3.871 -1.908 0.018 -0.038 -0.018 -0.88
H -4.983 -1.777 2.285 -0.017 -0.007 -0.021 0.40
H -4.552 -3.476 2.501 0.031 0.026 0.007 0.33
H -5.154 -2.895 0.934 -0.008 -0.046 -0.004 0.37
H -3.139 -0.770 2.778 0.016 -0.006 0.021 0.36
H -1.865 -1.994 2.972 -0.001 0.035 -0.032 0.23
H -1.773 -0.788 1.667 0.000 -0.029 0.018 0.08
H -3.560 -4.857 1.186 -0.012 0.004 0.021 0.40
H -3.098 -5.737 -0.251 -0.030 0.001 -0.001 0.36
H -4.750 -5.104 -0.116 0.010 0.013 0.012 0.29
H -2.435 -2.946 -2.314 0.011 0.045 -0.022 -0.27
H -3.691 -4.184 -2.501 0.008 -0.015 0.016 0.39
H -2.057 -4.642 -1.986 0.025 0.010 -0.010 0.41
F 2.887 -1.252 -1.554 0.677 -0.172 -0.481 0.25
B 3.602 -2.538 -1.365 -0.057 0.075 -0.010 0.41
F 2.636 -3.355 -0.653 0.504 -0.180 -0.295 -0.49
F 3.869 -3.069 -2.584 0.082 -0.121 -0.215 -0.38
F 4.679 -2.291 -0.573 0.222 0.003 0.091 -0.32